Record 1
Formula: C3H3BiO2
Source: OMol25
Level of theory: ωB97M-V with the def2-TZVPD basis set

Each line ends with the Mulliken charge.
Geometry (Å):
C -1.722 -0.639 0.071  -0.208
C -1.858 0.819 0.005  0.018
H -2.317 1.278 -0.877  0.276
H -2.423 -1.460 -0.026  0.402
H -1.997 1.376 0.938  0.267
O 0.725 -1.251 0.061  -0.438
C -0.354 -0.597 -0.121  0.620
O -0.179 0.789 -0.172  -0.352
Bi 1.839 0.405 -0.177  1.415

## Properties
E_tot: -480.32230 a.u.
energy above the lowest of the compared OMol25 structures with the same formula, charge and spin: 0.0000 eV
HOMO energy (alpha / beta): -0.730 / -0.685 Ha
lowest unoccupied orbital energy (alpha / beta): -11.891 / -12.635 eV
net charge: +2
HOMO-LUMO gap (alpha / beta): 7.98 / 6.02 eV

***

Record 2
Formula: C21H14BrF2N3OS
Source: OMol25
Level of theory: ωB97M-V with the def2-TZVPD basis set

Each line ends with the Mulliken charge.
Geometry (Å):
O 0.349 2.614 -1.629  -0.592
F 2.791 3.847 0.803  -0.303
F -2.642 -4.001 1.191  -0.300
S -0.773 -1.481 -4.451  -0.430
Br 3.008 -1.362 2.655  -0.199
N -2.210 -1.852 -0.778  -0.646
C 1.276 2.185 -0.953  0.662
C -1.721 -1.904 -3.177  0.292
C -1.851 -1.386 0.400  0.257
C 5.292 3.441 -1.824  -0.595
C -3.976 -2.063 4.014  -0.422
C 4.545 2.686 -2.758  -0.423
C -3.679 -0.780 3.633  -0.703
C 4.643 3.810 -0.663  -0.445
C -3.608 -3.168 3.206  -0.582
C 1.890 0.556 0.892  0.026
C 3.258 2.272 -2.490  -0.614
C 0.402 -1.228 1.395  -0.020
C -0.304 0.497 -0.143  -0.618
C -3.025 -0.551 2.424  -0.248
C 3.350 3.419 -0.333  0.408
C -2.988 -2.971 1.991  0.349
C 1.620 -0.599 1.590  -1.167
C 0.985 1.107 -0.014  0.285
C 2.657 2.628 -1.242  0.322
C -0.583 -0.679 0.548  -0.029
C -2.672 -1.641 1.589  -0.013
N -3.024 -2.306 -3.397  -0.386
N -1.358 -1.642 -1.856  0.267
H 6.288 3.814 -2.065  0.385
H -4.472 -2.220 4.941  0.418
H 4.994 2.394 -3.717  0.347
H -4.014 0.057 4.254  0.368
H 5.138 4.474 0.021  0.422
H -3.831 -4.172 3.508  0.447
H 2.853 1.005 1.006  0.572
H 2.685 1.742 -3.242  0.474
H 0.186 -2.164 1.890  0.609
H -1.076 0.823 -0.781  0.789
H -2.829 0.490 2.162  0.404
H -3.633 -2.375 -2.592  0.248
H -3.435 -2.170 -4.315  0.226
H -0.505 -1.146 -1.693  0.158

## Properties
E_tot: -4220.06148 a.u.
HOMO energy: -0.304 Ha
lowest unoccupied orbital energy: -0.614 eV
net charge: 0
HOMO-LUMO gap: 7.67 eV
SMILES: NC(=S)N/N=C(\c1cc(Br)cc(C(=O)c2ccccc2F)c1)c1ccccc1F

***

Record 3
Formula: C4H10S
Source: OMol25
Level of theory: ωB97M-V with the def2-TZVPD basis set

Each line ends with the Mulliken charge.
Geometry (Å):
C -1.530 -1.533 2.683  -0.430
C -0.316 -1.990 3.021  -0.528
H -1.672 -0.466 2.770  0.251
H -2.257 -2.259 2.256  0.223
H 0.263 -1.340 3.679  0.222
H 0.074 -2.978 2.871  0.261
C 0.500 -0.933 -1.786  -0.978
C 0.870 0.299 -0.922  -0.387
S 0.091 1.980 -1.331  -0.234
H -0.580 -1.109 -1.673  0.275
H 0.630 -0.854 -2.856  0.330
H 1.011 -1.810 -1.408  0.298
H 1.954 0.442 -1.001  0.307
H 0.732 0.051 0.120  0.263
H 1.223 2.628 -1.685  0.126

## Properties
E_tot: -556.52773 a.u.
energy above the lowest of the compared OMol25 structures with the same formula, charge and spin: 1.4766 eV
HOMO energy: -0.335 Ha
lowest unoccupied orbital energy: 0.949 eV
net charge: 0
HOMO-LUMO gap: 10.06 eV
SMILES: C=C.CCS

***

Record 4
Formula: C73H84B3Cl4F15N12O3S
Source: OMol25
Level of theory: ωB97M-V with the def2-TZVPD basis set

Each line ends with the Mulliken charge.
Geometry (Å):
C -14.767 -33.399 12.134  -0.626
N -15.349 -32.017 11.957  0.315
C -14.539 -31.054 11.542  -0.389
C -15.036 -29.813 11.275  -1.054
C -16.392 -29.538 11.355  1.366
C -17.254 -30.599 11.759  -0.704
C -16.645 -31.754 12.113  -0.494
C -17.076 -28.308 10.904  1.134
C -16.412 -27.442 10.063  -0.728
C -17.087 -26.394 9.523  -0.327
N -18.390 -26.199 9.715  0.075
C -19.030 -26.939 10.628  -0.381
C -18.404 -28.045 11.203  -0.493
C -19.035 -25.126 8.945  -0.942
H -13.744 -33.354 12.601  0.201
H -14.590 -33.869 11.164  0.339
H -15.475 -33.966 12.748  0.183
H -13.457 -31.176 11.388  0.612
H -14.352 -29.075 11.007  0.580
H -18.325 -30.497 11.943  0.165
H -17.280 -32.528 12.421  0.355
H -15.396 -27.593 9.705  0.342
H -16.627 -25.863 8.739  0.369
H -20.029 -26.616 10.885  0.480
H -19.006 -28.670 11.918  0.371
H -18.556 -25.082 7.984  0.353
H -19.077 -24.135 9.432  0.318
H -20.081 -25.409 8.742  0.411
C -3.805 -32.253 14.985  -0.282
N -3.879 -31.935 13.545  0.285
C -2.981 -32.501 12.744  -0.295
C -3.015 -32.166 11.393  -0.728
C -3.880 -31.120 10.926  0.940
C -4.723 -30.499 11.856  -0.884
C -4.688 -30.906 13.135  0.210
C -3.815 -30.632 9.549  0.855
C -2.646 -30.313 8.801  -0.667
C -2.751 -29.872 7.471  0.003
N -3.924 -29.851 6.877  0.089
C -5.071 -29.912 7.612  -0.567
C -5.032 -30.337 8.919  -0.985
C -3.991 -29.417 5.440  -0.890
H -3.866 -33.352 15.096  0.273
H -4.615 -31.741 15.539  -0.351
H -2.829 -32.021 15.286  0.452
H -2.313 -33.253 13.157  0.485
H -2.286 -32.633 10.690  0.502
H -5.479 -29.747 11.572  0.904
H -5.305 -30.502 13.930  -0.311
H -1.667 -30.393 9.290  0.480
H -1.812 -29.694 6.893  0.355
H -6.014 -29.646 7.145  0.510
H -5.952 -30.466 9.441  0.712
H -2.966 -29.215 5.091  0.324
H -4.597 -28.481 5.422  0.382
H -4.349 -30.209 4.815  0.332
C -7.513 -31.652 18.710  -0.561
N -7.589 -32.763 19.602  0.451
C -6.442 -33.360 20.036  -0.373
C -6.335 -34.311 20.978  -0.161
C -7.566 -34.642 21.636  1.482
C -8.801 -34.111 21.194  -1.187
C -8.742 -33.099 20.276  -0.859
C -7.548 -35.502 22.823  1.272
C -6.311 -35.623 23.469  -0.648
C -6.283 -36.303 24.634  -0.894
N -7.388 -36.880 25.228  0.083
C -8.632 -36.838 24.546  -0.321
C -8.690 -36.134 23.378  -0.984
C -7.475 -37.279 26.635  -0.944
H -7.706 -30.629 19.092  0.142
H -8.149 -31.684 17.838  0.220
H -6.483 -31.670 18.423  0.135
H -5.602 -33.066 19.428  0.286
H -5.352 -34.742 21.209  -0.495
H -9.793 -34.326 21.627  0.274
H -9.626 -32.522 19.943  0.425
H -5.432 -35.161 23.081  0.715
H -5.366 -36.432 25.210  0.411
H -9.492 -37.313 24.979  0.376
H -9.622 -36.201 22.800  0.275
H -7.127 -36.394 27.170  0.384
H -6.926 -38.121 26.884  0.306
H -8.544 -37.399 26.791  0.259
C -9.071 -32.790 14.620  -1.254
N -9.916 -33.250 15.691  1.179
C -10.934 -32.431 16.043  -1.784
C -12.115 -32.939 16.626  0.000
C -12.078 -34.315 16.733  2.558
C -11.015 -35.181 16.394  -1.775
C -9.982 -34.576 15.849  -1.243
C -13.283 -35.007 17.129  -0.046
C -14.167 -34.337 17.942  -0.378
C -15.536 -34.918 18.245  -0.568
N -16.065 -35.914 17.206  0.207
C -15.185 -36.683 16.683  -0.352
C -13.667 -36.413 16.782  -0.129
C -17.553 -35.790 16.838  -0.891
H -9.663 -32.886 13.699  0.486
H -8.203 -33.425 14.508  0.283
H -8.892 -31.723 14.784  0.368
H -10.879 -31.390 15.779  0.757
H -13.010 -32.309 16.846  -0.013
H -11.217 -36.245 16.309  0.776
H -9.125 -35.164 15.477  0.527
H -13.992 -33.348 18.430  0.723
H -16.235 -34.111 18.175  0.452
H -15.556 -37.477 15.978  0.529
H -13.259 -36.729 15.791  0.267
H -17.648 -34.950 16.161  0.277
H -18.003 -35.363 17.690  0.379
H -17.975 -36.714 16.511  0.394
C -6.554 -27.127 14.961  -0.735
N -7.741 -26.901 15.789  0.454
C -8.932 -27.418 15.391  -0.493
C -10.082 -27.040 16.060  -0.681
C -9.959 -26.164 17.095  1.252
C -8.754 -25.676 17.538  -0.622
C -7.649 -26.092 16.887  -0.487
C -11.169 -25.682 17.813  -0.066
C -11.870 -26.640 18.563  -0.394
C -13.059 -26.228 19.085  -0.394
N -13.470 -24.959 19.095  0.068
C -12.768 -24.030 18.491  -0.243
C -11.602 -24.336 17.878  -0.751
C -14.714 -24.664 19.789  -0.968
H -6.423 -26.355 14.206  0.293
H -6.601 -28.180 14.580  -0.074
H -5.685 -27.239 15.689  0.430
H -8.880 -28.034 14.512  0.700
H -11.026 -27.524 15.846  0.488
H -8.737 -25.209 18.509  0.563
H -6.671 -25.782 17.201  0.457
H -11.683 -27.696 18.582  0.523
H -13.795 -26.904 19.482  0.616
H -13.117 -23.031 18.654  0.406
H -11.052 -23.522 17.502  0.542
H -15.573 -24.907 19.098  0.348
H -14.748 -23.599 20.014  0.323
H -14.814 -25.116 20.723  0.410
C -2.062 -36.012 21.701  -0.938
N -3.377 -36.393 21.080  0.244
C -3.725 -35.706 19.977  -0.575
C -4.690 -36.189 19.097  -0.543
C -5.327 -37.367 19.421  0.573
C -4.998 -37.993 20.617  -0.405
C -3.946 -37.569 21.422  -0.687
C -6.294 -37.945 18.471  0.310
C -7.602 -37.418 18.389  -0.678
C -8.498 -37.944 17.455  -0.172
N -8.215 -38.990 16.687  0.216
C -6.894 -39.416 16.668  -0.626
C -5.933 -38.988 17.567  -0.442
C -9.204 -39.821 15.927  -0.783
H -1.622 -35.270 21.058  0.369
H -1.531 -36.942 21.675  0.424
H -2.122 -35.551 22.675  0.266
H -3.193 -34.741 19.854  0.215
H -4.912 -35.627 18.216  0.955
H -5.436 -38.928 20.930  0.600
H -3.460 -38.179 22.215  0.526
H -7.882 -36.640 19.082  0.605
H -9.524 -37.580 17.451  0.477
H -6.662 -40.064 15.864  0.489
H -4.946 -39.412 17.503  0.434
H -10.172 -39.250 16.163  0.179
H -9.186 -40.758 16.495  0.419
H -8.940 -39.977 14.911  0.337
B -5.347 -36.620 15.421  0.557
F -5.632 -35.433 16.214  -0.430
F -4.743 -36.215 14.221  -0.342
F -4.517 -37.522 16.114  -0.354
F -6.573 -37.345 15.148  -0.380
B -15.458 -31.783 15.141  0.410
F -14.400 -31.423 14.240  -0.304
F -16.631 -31.092 14.701  -0.290
F -15.666 -33.178 15.086  -0.353
F -14.941 -31.388 16.361  -0.276
B -11.162 -29.872 18.409  0.011
F -11.141 -31.295 18.289  0.000
F -11.786 -29.403 19.584  -0.267
F -9.910 -29.273 18.257  -0.246
F -11.965 -29.480 17.331  -0.316
C -9.200 -29.904 10.618  0.553
F -10.481 -29.572 10.231  -0.249
F -9.303 -31.056 11.326  -0.177
F -8.548 -30.175 9.476  -0.228
S -8.475 -28.561 11.661  1.123
O -8.453 -27.396 10.792  -0.730
O -9.497 -28.612 12.731  -0.675
O -7.211 -29.169 12.051  -0.744
Cl -15.808 -35.545 19.849  -0.128
Cl -13.112 -37.709 17.946  -0.141
Cl -12.151 -35.744 13.477  -0.708
Cl -6.134 -30.127 16.166  -0.829

## Properties
E_tot: -7525.70741 a.u.
HOMO energy: -0.365 Ha
lowest unoccupied orbital energy: -8.451 eV
net charge: +4
HOMO-LUMO gap: 1.49 eV

***

Record 5
Formula: C37H27AsCdNO4PS3
Source: OMol25
Level of theory: ωB97M-V with the def2-TZVPD basis set

Each line ends with the Mulliken charge.
Geometry (Å):
Cd 1.028 -2.108 0.256  2.524
O 4.910 -3.844 0.090  -0.763
C 3.749 -3.439 -0.012  0.359
O 3.300 -2.277 0.210  -0.604
C 2.705 -4.489 -0.462  0.272
C 3.034 -5.822 -0.661  -0.585
C 2.028 -6.705 -1.022  -0.192
C 0.726 -6.244 -1.165  -0.515
C 0.470 -4.903 -0.927  0.341
N 1.452 -4.070 -0.605  -0.100
C -0.958 -4.312 -0.918  0.048
O -1.854 -5.029 -1.376  -0.796
O -1.044 -3.163 -0.400  -0.982
H 4.061 -6.126 -0.515  0.493
H 2.254 -7.754 -1.180  0.391
H -0.098 -6.888 -1.438  0.484
S 1.118 -2.979 2.671  -0.798
C 0.438 -1.861 3.827  0.792
C 0.955 -1.854 5.135  -0.679
C 0.429 -1.037 6.117  -0.433
C -0.640 -0.195 5.830  -0.817
C -1.155 -0.183 4.544  0.119
C -0.638 -0.999 3.542  -0.734
As -1.260 -0.832 1.687  0.298
C -0.615 1.019 1.500  0.940
C 0.347 1.583 2.329  -0.300
C 0.683 2.926 2.210  -0.731
C 0.055 3.722 1.266  -0.601
C -0.865 3.156 0.394  -0.610
C -1.174 1.809 0.493  -1.029
C -3.131 -0.334 2.162  -0.294
C -3.713 0.927 2.093  0.355
C -5.052 1.113 2.413  -0.761
C -5.831 0.041 2.819  -0.365
C -5.261 -1.222 2.905  -0.646
C -3.930 -1.404 2.569  -0.410
H 1.795 -2.503 5.349  0.401
H 0.858 -1.049 7.113  0.332
H -1.055 0.452 6.593  0.376
H -1.979 0.481 4.307  0.339
H 0.830 0.973 3.083  0.434
H 1.438 3.348 2.863  0.383
H 0.293 4.775 1.187  0.367
H -1.329 3.767 -0.372  0.425
H -1.854 1.342 -0.211  0.687
H -3.120 1.782 1.805  0.373
H -5.486 2.105 2.347  0.388
H -6.876 0.188 3.068  0.340
H -5.859 -2.065 3.228  0.367
H -3.486 -2.393 2.614  0.414
S 2.875 -0.098 -4.493  -0.583
P 1.600 0.773 -3.275  0.871
S 0.736 -0.146 -1.725  -0.731
C 2.421 2.310 -2.682  0.138
C 2.612 3.372 -3.562  -0.481
C 3.352 4.476 -3.171  -0.562
C 3.910 4.522 -1.899  -0.388
C 3.720 3.466 -1.021  -0.604
C 2.976 2.360 -1.413  -0.236
C 0.192 1.473 -4.236  -0.433
C -0.809 2.163 -3.556  0.094
C -1.909 2.656 -4.237  -0.566
C -2.020 2.457 -5.608  -0.390
C -1.020 1.782 -6.291  -0.548
C 0.084 1.288 -5.606  -0.201
H 2.180 3.326 -4.555  0.356
H 3.499 5.300 -3.860  0.354
H 4.486 5.389 -1.596  0.347
H 4.150 3.502 -0.027  0.386
H 2.798 1.533 -0.735  0.424
H -0.711 2.286 -2.485  0.048
H -2.689 3.183 -3.699  0.390
H -2.893 2.819 -6.139  0.347
H -1.105 1.635 -7.362  0.362
H 0.873 0.752 -6.121  0.304

## Properties
E_tot: -5721.53453 a.u.
energy above the lowest of the compared OMol25 structures with the same formula, charge and spin: 1.0323 eV
HOMO energy: -0.097 Ha
lowest unoccupied orbital energy: 4.160 eV
net charge: -2
HOMO-LUMO gap: 6.81 eV

***

Record 6
Formula: C2H6N2O
Source: OMol25
Level of theory: ωB97M-V with the def2-TZVPD basis set

Each line ends with the Mulliken charge.
Geometry (Å):
C 0.325 -0.846 0.114  -0.011
C 1.192 -0.961 1.353  -0.956
N 0.102 0.306 -0.377  -0.358
N -1.568 1.622 -1.441  -0.276
O -1.132 0.387 -1.430  -0.250
H -0.204 -1.649 -0.230  0.491
H 1.513 -1.997 1.367  0.302
H 0.831 -0.814 2.306  0.318
H 2.029 -0.326 1.260  0.282
H -1.038 2.134 -2.162  0.240
H -2.051 2.144 -0.760  0.218

## Properties
E_tot: -264.38766 a.u.
energy above the lowest of the compared OMol25 structures with the same formula, charge and spin: 5.4329 eV
HOMO energy: -0.320 Ha
lowest unoccupied orbital energy: 1.174 eV
net charge: 0
HOMO-LUMO gap: 9.87 eV
SMILES: C/C=N/ON